Formula: C42H30BrClF3N5O6PS2Y
Source: the Open Molecules 2025 dataset
Level of theory: the ωB97M-V functional and the def2-TZVPD basis

As for the spin multiplicity: 1. The strongest force on any atom comes out at 2.31 eV Å⁻¹. The net charge is -2. The HOMO energy comes out at -0.101 Eh. The molecular weight is 1057.096 g/mol.

CARTESIAN COORDINATES (ANGSTROEM)
Y: 0.70960 0.26260 1.24477
Br: -6.49724 -1.50312 3.95048
C: -4.93616 -1.01307 2.95803
C: -5.03532 -0.04955 1.94065
C: -3.92031 0.31797 1.23574
C: -2.62583 -0.22562 1.51350
O: -1.62118 0.15986 0.83831
C: -2.56384 -1.22527 2.53395
C: -1.35090 -1.90894 2.92698
N: -0.15145 -1.72758 2.50102
C: 0.86614 -2.51222 3.10911
C: 0.93839 -2.73194 4.45701
C: 1.94040 -3.56021 5.01975
C: 2.88140 -4.14975 4.23377
C: 2.87912 -3.89855 2.83832
C: 3.84960 -4.43750 1.96098
C: 3.79824 -4.14037 0.63444
C: 2.77050 -3.28449 0.17144
N: 1.85101 -2.77207 0.94477
C: 1.88772 -3.06980 2.27130
C: -3.73021 -1.58811 3.23963
H: -5.99432 0.40159 1.71875
H: -3.98013 1.07522 0.45711
H: -1.50664 -2.70333 3.65953
H: 0.22453 -2.23257 5.10389
H: 1.96134 -3.70529 6.09470
H: 3.66020 -4.77810 4.66020
H: 4.62949 -5.07573 2.36431
H: 4.53016 -4.53013 -0.06388
H: 2.72787 -3.01997 -0.88079
H: -3.65382 -2.32718 4.02971
O: 2.16098 0.31427 -0.66980
N: 2.04414 -0.40662 -1.68819
N: 0.98447 -1.12799 -1.68383
O: 0.09759 -1.11493 -0.73089
C: 0.76980 -2.00621 -2.80923
C: -0.37349 -2.78850 -2.78634
C: -0.63079 -3.65625 -3.84253
C: 0.24506 -3.74486 -4.91483
C: 1.39477 -2.96058 -4.91976
C: 1.66696 -2.09315 -3.87330
H: -1.03555 -2.69510 -1.93511
H: -1.53051 -4.26243 -3.82434
H: 0.03720 -4.41734 -5.74025
H: 2.09076 -3.02557 -5.74812
H: 2.55495 -1.47594 -3.87122
F: 5.14497 -1.37979 2.84940
C: 4.61524 -0.50380 3.72392
F: 5.62812 0.14620 4.31470
F: 3.97251 -1.20534 4.66759
S: 3.50818 0.69142 2.90281
O: 2.76127 1.21933 4.00647
O: 4.43604 1.53029 2.20165
O: 2.71850 -0.24339 2.03682
C: -1.74414 -0.08170 -4.99187
C: -2.35043 -0.34655 -3.76637
C: -1.92079 0.30338 -2.61726
C: -0.89928 1.26255 -2.67080
C: -0.28583 1.50369 -3.89933
C: -0.70321 0.83421 -5.05106
P: -0.38809 2.02204 -1.05938
C: 0.54556 3.49755 -1.69959
C: -0.01288 4.76017 -1.88888
C: 0.75467 5.81946 -2.37344
C: 2.09538 5.63219 -2.67855
C: 2.66768 4.37961 -2.48363
C: 1.90509 3.32823 -1.99226
C: -1.97130 2.83087 -0.52604
C: -3.05441 3.14376 -1.34711
C: -4.18738 3.76757 -0.82471
C: -4.24654 4.09729 0.52510
C: -3.16889 3.80075 1.35114
C: -2.04360 3.17214 0.83109
H: -2.07129 -0.59846 -5.88858
H: -3.14657 -1.08245 -3.70315
H: -2.36604 0.06989 -1.65242
H: 0.52239 2.22201 -3.96338
H: -0.21107 1.03743 -5.99811
H: -1.05526 4.93555 -1.65036
H: 0.29828 6.79589 -2.50094
H: 2.69434 6.45818 -3.04967
H: 3.72212 4.22485 -2.68479
H: 2.37366 2.37138 -1.79092
H: -3.02209 2.89981 -2.40033
H: -5.02388 3.99503 -1.47630
H: -5.13253 4.57673 0.93318
H: -3.20764 4.03469 2.40981
H: -1.21292 2.92552 1.48474
S: -2.11201 1.61500 5.22372
C: -1.04328 1.25745 4.02268
N: -0.28519 1.00608 3.17206
Cl: 1.48789 2.68775 1.34257

Atoms 1-2, force components in eV/Å:
-1.2582 -0.5354 -1.8570
0.0767 0.0172 -0.0659

***

Formula: C7H12P2
Source: the Open Molecules 2025 dataset
Level of theory: the ωB97M-V functional and the def2-TZVPD basis

As for the spin multiplicity: 3. The strongest force on any atom comes out at 6.72 eV Å⁻¹. Its expectation value of S² is 2.048. The net charge is 0. The energy above the lowest of the compared OMol25 structures with the same formula, charge and spin is 14.8 kcal per mole. The HOMO energy (alpha / beta) comes out at -0.218 / -0.323 Eh. The molecular weight is 158.121 g/mol.

CARTESIAN COORDINATES (ANGSTROEM)
C: -0.37381 -1.10015 3.09830
C: 0.42671 -1.40767 2.03496
C: -0.65786 0.33872 3.27951
C: 0.82844 -0.24014 1.27001
C: -0.69384 1.04630 -2.73915
C: -0.60501 -0.04085 -0.37272
C: -0.19102 1.04718 -1.27429
P: 0.08458 1.35475 2.16374
P: 2.45700 -0.11093 0.35777
H: -0.84300 -1.85541 3.75383
H: 0.86335 -2.31129 1.65698
H: -1.22943 0.74253 4.01321
H: -0.62413 0.10594 -3.07268
H: -0.04672 1.76693 -3.44002
H: -1.71176 1.27785 -2.72581
H: -0.35009 -0.97168 -0.87295
H: -1.60167 0.01547 0.27938
H: -0.48965 1.86845 -0.72860
H: 0.83711 1.26462 -1.42303
H: 2.29549 -1.37259 -0.48991
H: 3.25116 -0.80243 1.44679

Atoms 1-2, force components in eV/Å:
-3.2082 3.5557 3.2133
2.4159 2.1670 -3.1473

***

Formula: C6H19N2O3S
Source: the Open Molecules 2025 dataset
Level of theory: the ωB97M-V functional and the def2-TZVPD basis

As for the spin multiplicity: 1. The strongest force on any atom comes out at 2.47 eV Å⁻¹. The net charge is +1. The HOMO energy comes out at -0.420 Eh. The molecular weight is 199.296 g/mol.

CARTESIAN COORDINATES (ANGSTROEM)
C: 0.21948 -3.34231 -0.26284
C: 0.28835 -1.95998 -0.98600
N: -0.82916 -1.74801 -1.93184
S: -0.90362 -2.83210 -3.22237
N: 0.61863 -3.39485 -3.69360
O: -1.65099 -4.16324 -2.59127
H: 0.77274 -4.08045 -0.87164
H: -0.83458 -3.63215 -0.18371
H: 0.72487 -3.31658 0.70736
H: 1.28061 -1.76579 -1.42958
H: 0.17289 -1.20029 -0.19262
H: -0.82958 -0.79700 -2.29705
H: 1.23631 -2.63743 -3.96786
H: 1.04554 -4.02784 -3.02444
H: -0.98106 -4.86331 -2.54941
C: 1.30344 1.36777 1.16584
O: -0.11149 1.38875 1.04636
C: -0.76071 1.68482 2.28250
C: -1.20624 3.13405 2.34528
O: -0.09389 4.01629 2.37434
C: 0.16776 4.61529 1.11480
H: 1.72262 1.37583 0.15886
H: 1.67976 2.23501 1.70991
H: 1.61713 0.44881 1.67384
H: -0.11223 1.44218 3.12855
H: -1.64480 1.04312 2.34021
H: -1.76331 3.28910 3.27330
H: -1.87146 3.37346 1.51056
H: -0.56932 5.39717 0.91031
H: 0.15496 3.88111 0.30492
H: 1.15734 5.06857 1.15731

Atoms 1-2, force components in eV/Å:
0.2582 0.4048 -1.2285
0.1661 0.1092 1.9235

***

Formula: C4H5N3
Source: the Open Molecules 2025 dataset
Level of theory: the ωB97M-V functional and the def2-TZVPD basis

As for the spin multiplicity: 1. The strongest force on any atom comes out at 4.76 eV Å⁻¹. The SMILES is C=NN(C)N1C#C1. The net charge is 0. The energy above the lowest of the compared OMol25 structures with the same formula, charge and spin is 201.8 kcal per mole. The HOMO energy comes out at -0.356 Eh. The molecular weight is 95.105 g/mol.

CARTESIAN COORDINATES (ANGSTROEM)
C: 0.81300 0.83781 -1.72281
N: -0.25200 0.65244 -1.00223
N: -0.30093 0.07554 0.19427
C: 0.73915 -0.66653 0.78685
N: -1.52468 0.00679 0.70544
C: -2.77464 0.49786 0.64034
C: -2.27007 -0.52782 1.64595
H: 0.74591 1.30649 -2.65238
H: 1.73855 0.55866 -1.21656
H: 0.51753 -1.63498 0.93374
H: 1.51501 -0.90943 0.00415
H: 1.05317 -0.19682 1.68324

Atoms 1-2, force components in eV/Å:
-0.9817 -1.5607 4.3842
-0.0764 1.2146 -2.5820

***

Formula: C3H10IN2O3
Source: the Open Molecules 2025 dataset
Level of theory: the ωB97M-V functional and the def2-TZVPD basis

As for the spin multiplicity: 1. The strongest force on any atom comes out at 6.62 eV Å⁻¹. The net charge is -1. The energy above the lowest of the compared OMol25 structures with the same formula, charge and spin is 54.3 kcal per mole. The HOMO energy comes out at -0.127 Eh. The molecular weight is 249.028 g/mol.

CARTESIAN COORDINATES (ANGSTROEM)
I: -0.40734 -2.68280 -3.22443
C: 3.38545 -1.75794 1.30729
C: 4.31540 -1.41247 2.40071
O: 4.12162 -2.22719 3.67305
O: 2.09625 -1.37011 1.56478
H: 3.27137 -2.84036 1.24840
H: 3.68948 -1.49027 0.29536
H: 4.29439 -0.33579 2.56925
H: 5.32253 -1.65976 2.06510
H: 3.50583 -1.81923 4.28623
H: 1.76414 -1.38555 0.66419
C: -4.47489 1.98170 -1.72116
O: -4.62731 1.29870 -0.74044
N: -5.23869 3.02316 -1.86062
N: -3.52964 1.92645 -2.59196
H: -5.08344 3.55883 -2.70268
H: -6.09646 3.33986 -1.43162
H: -2.90900 1.12973 -2.60230
H: -3.39969 2.72304 -3.19914

Atoms 1-2, force components in eV/Å:
0.0546 0.1183 0.0374
0.2397 -2.5133 -0.0254

***

Formula: C4H7BrF4N2
Source: the Open Molecules 2025 dataset
Level of theory: the ωB97M-V functional and the def2-TZVPD basis

As for the spin multiplicity: 1. The strongest force on any atom comes out at 3.31 eV Å⁻¹. The net charge is 0. The energy above the lowest of the compared OMol25 structures with the same formula, charge and spin is 59.7 kcal per mole. The HOMO energy (alpha / beta) comes out at -0.389 / -0.308 Eh. The molecular weight is 239.010 g/mol.

CARTESIAN COORDINATES (ANGSTROEM)
C: -1.65222 0.08241 -1.71268
C: -0.13294 -0.01490 -1.70510
C: 0.57541 0.41505 -0.38578
C: 0.20994 -0.44578 0.78064
N: -0.98193 -0.21058 1.36824
N: 1.93714 0.37283 2.42970
F: -1.26438 1.11820 1.75358
F: -1.06356 -0.88309 2.59638
F: 2.98509 0.63898 1.58124
F: 2.20989 -0.90316 2.89832
Br: 0.62334 -2.27581 0.70083
H: -1.94770 0.76721 -0.87852
H: -2.06757 0.63427 -2.67262
H: -1.99510 -0.89637 -1.61196
H: 0.37282 -0.95348 -1.81523
H: 0.08322 0.54976 -2.56141
H: 1.75380 0.47867 -0.38204
H: 0.35475 1.52576 -0.38359

Atoms 1-2, force components in eV/Å:
-0.0400 2.6138 -0.5348
0.9801 -0.3028 0.8401

***

Question: Which formula does entry 2 have?
Answer: C7H12P2

***

Question: The lowest net charge belongs to which entry?
Answer: C42H30BrClF3N5O6PS2Y